<1>
60
Properties=species:S:1:pos:R:3 method="wB97M-V/def2-TZVPD" homo_lumo_gap_ev=8.46 lumo_energy_ev=0.45
Ca 0.6363 -1.0085 0.3657
C -3.6536 -1.8457 -1.5813
C -3.2361 -0.4488 -1.1970
C -2.6519 0.3961 -2.1430
C -2.5229 -0.0524 -3.5775
C -2.2018 1.6680 -1.7672
C -1.5416 2.5764 -2.7766
C -2.3658 2.1000 -0.4517
C -1.8902 3.4671 -0.0365
C -2.9962 1.2728 0.4869
C -3.1738 1.7997 1.8892
C -3.4497 0.0053 0.1138
C -4.1966 -0.8868 1.0768
H -4.6712 -1.8741 -1.9844
H -3.6168 -2.5207 -0.7299
H -2.9962 -2.2722 -2.3361
H -1.5292 -0.4539 -3.8005
H -2.6920 0.7706 -4.2698
H -3.2432 -0.8283 -3.8227
H -2.2436 3.2998 -3.2025
H -1.1170 2.0196 -3.6074
H -0.7256 3.1410 -2.3281
H -0.8723 3.4366 0.3655
H -2.5231 3.9030 0.7342
H -1.8768 4.1665 -0.8692
H -3.8855 2.6286 1.9354
H -2.2330 2.1749 2.2959
H -3.5570 1.0489 2.5754
H -3.5453 -1.6297 1.5497
H -4.9767 -1.4491 0.5665
H -4.6963 -0.3237 1.8616
C 5.2400 0.0510 -1.0685
O 4.3778 -0.7619 -0.2632
C 3.6131 -0.1861 0.6512
O 2.7703 -0.8891 1.2297
N 3.7606 1.1108 0.9219
N 2.8965 1.7234 1.8792
H 5.8139 -0.6435 -1.6733
H 5.9256 0.6262 -0.4434
H 4.6301 0.6861 -1.7115
H 4.1381 1.7110 0.2069
H 1.9765 1.2927 1.7756
H 2.7813 2.6784 1.5539
N -1.3569 -0.4985 3.8797
C -0.1643 -0.4621 3.2492
N 0.8847 -1.0923 3.8038
O -0.0250 0.1734 2.1818
H -1.5616 -1.2605 4.5046
H -2.1287 -0.1887 3.3110
H 0.7473 -1.7755 4.5278
H 1.7503 -1.1183 3.2838
F 1.5814 1.7521 -0.9602
C 1.1279 0.4993 -1.5524
F 2.3006 0.0589 -2.2445
H 0.4973 0.8555 -2.3703
F -0.9422 -2.4920 -0.1916
B -0.6492 -3.4860 0.8690
F -1.3551 -3.0914 1.9919
F 0.7577 -3.2558 1.1266
F -0.9064 -4.7272 0.4198

<2>
60
Properties=species:S:1:pos:R:3 method="wB97M-V/def2-TZVPD" homo_lumo_gap_ev=7.86 lumo_energy_ev=0.32
Ca -0.1692 -0.0006 -0.5276
C -0.1054 -3.7682 0.2371
C -0.3106 -2.4630 0.9647
C -1.5997 -1.9176 1.0906
C -2.7682 -2.5601 0.3847
C -1.8014 -0.7727 1.8778
C -3.2075 -0.2888 2.1366
C -0.7045 -0.1076 2.4458
C -0.9134 1.1566 3.2420
C 0.5898 -0.6242 2.2754
C 1.7690 0.0604 2.9229
C 0.7879 -1.7986 1.5329
C 2.1830 -2.3389 1.3436
H 0.1910 -3.6007 -0.8003
H -1.0129 -4.3659 0.2317
H 0.6694 -4.3608 0.7211
H -3.5125 -1.8150 0.1106
H -3.2597 -3.3045 1.0186
H -2.4534 -3.0494 -0.5335
H -3.9050 -1.1238 2.1574
H -3.5447 0.4128 1.3704
H -3.2770 0.2181 3.0957
H -1.7962 1.6953 2.9113
H -0.0728 1.8361 3.1295
H -1.0269 0.9330 4.3074
H 2.2070 0.8109 2.2579
H 2.5490 -0.6554 3.1729
H 1.4799 0.5612 3.8435
H 2.8999 -1.5289 1.2189
H 2.2505 -2.9587 0.4557
H 2.4982 -2.9348 2.2056
C 1.6337 4.9805 -0.4676
O 2.1478 3.6750 -0.1852
C 1.6466 2.6135 -0.8127
O 1.9377 1.4928 -0.4354
N 0.8855 2.8504 -1.9230
N 0.1072 1.7548 -2.3610
H 2.1229 5.6440 0.2375
H 0.5549 5.0095 -0.3046
H 1.8853 5.2879 -1.4840
H 0.4134 3.7379 -1.9878
H 0.4148 1.4476 -3.2757
H -0.8628 2.0483 -2.4366
N 1.6663 -2.0732 -3.5392
C 2.0468 -1.2377 -2.5450
N 3.0399 -0.3483 -2.7943
O 1.5256 -1.2886 -1.4239
H 1.9025 -1.8373 -4.4876
H 0.7362 -2.4582 -3.4005
H 3.5648 -0.3414 -3.6483
H 3.2982 0.2555 -2.0312
F -1.0657 -2.4873 -2.7312
C -1.4397 -1.1179 -2.4385
F -1.0127 -0.4444 -3.6448
H -2.5294 -1.1602 -2.5816
F -0.5831 2.2867 0.5363
B -1.8889 2.5633 -0.0065
F -2.2713 1.3307 -0.6165
F -1.7501 3.5431 -0.9958
F -2.7594 2.9266 0.9836

Which of them is most stable, and which least? Most stable: <2>; least stable: <1>.